[1]
Here is 4 unconnected molecules or ions with the total composition C4H18N2O3 in a non-equilibrium geometry from OMol25. Energies are from ωB97M-V/def2-TZVPD.

Values from the calculation:
ΔE to the lowest compared entry with this formula, charge and spin: 16.8 kcal per mole
net charge: 0
SMILES: NCCCCN.O.O.O
HOMO energy: -9.1 eV

Geometry as XYZ:
```
27
Properties=species:S:1:pos:R:3:lowdin_charge:R:1
N -0.9034 -1.9195 0.0382 -0.030
C 0.1002 -0.9932 -0.5840 -0.247
C 0.1889 0.2212 0.3498 -0.216
C -0.7075 1.3841 -0.0812 -0.217
C 0.0317 2.4461 -0.8530 -0.282
N 0.9398 3.1843 0.0531 -0.009
H -1.6636 -1.3789 0.4495 0.067
H -1.4066 -2.4421 -0.6745 0.063
H -0.2128 -0.7906 -1.6078 0.102
H 1.0079 -1.5957 -0.5431 0.095
H 1.2285 0.4982 0.5281 0.088
H -0.0740 -0.2023 1.3216 0.110
H -1.1910 1.7793 0.8116 0.113
H -1.5315 0.9479 -0.6526 0.091
H 0.5344 1.9940 -1.7093 0.109
H -0.6114 3.2496 -1.2182 0.096
H 1.8041 3.3968 -0.4074 0.054
H 1.0872 2.7798 0.9632 0.055
O 3.0587 -1.6573 1.7716 -0.064
H 2.1905 -2.0532 1.9362 -0.015
H 2.9126 -0.8304 1.3089 0.011
O -3.4331 1.3503 -2.5720 -0.059
H -3.0411 2.2187 -2.7255 0.036
H -3.0053 0.7793 -3.2184 0.034
O 0.7171 -3.2625 1.9493 -0.078
H 1.4230 -3.9269 1.9007 0.056
H -0.0498 -3.7130 1.5791 0.037
```

[2]
Here is 6 unconnected molecules or ions with the total composition C4H18N2O7 in a non-equilibrium geometry from OMol25. Energies are from ωB97M-V/def2-TZVPD.

Values from the calculation:
ΔE to the lowest compared entry with this formula, charge and spin: 21.4 kcal per mole
net charge: 0
SMILES: CN(C=O)CC(N)=O.O.O.O.O.O
HOMO energy: -9.5 eV

Geometry as XYZ:
```
31
Properties=species:S:1:pos:R:3:lowdin_charge:R:1
C 0.8536 1.6614 1.3474 -0.040
N 0.3514 1.8492 -0.0067 -0.113
C -0.7300 2.6467 -0.2383 -0.316
O -1.3096 2.6413 -1.3147 -0.006
C 0.6805 0.8340 -0.9891 -0.073
C -0.3318 -0.2983 -1.0152 -0.474
N -1.4475 -0.1081 -1.7136 0.226
O -0.1605 -1.3761 -0.4034 -0.056
H 0.3528 2.3357 2.0379 0.085
H 1.9327 1.8081 1.3861 0.094
H 0.6171 0.6698 1.7321 0.070
H -0.9827 3.3453 0.5609 0.135
H 0.7077 1.3237 -1.9636 0.134
H 1.6589 0.4021 -0.7999 0.129
H -1.6459 0.8205 -2.0653 0.096
H -2.1880 -0.7894 -1.6938 0.131
O -2.0135 -1.3411 1.7275 -0.053
H -1.5874 -1.4182 0.8571 0.014
H -1.3285 -1.6408 2.3425 0.045
O 2.4735 -2.3911 -0.3312 -0.067
H 1.5541 -2.0730 -0.3378 -0.022
H 2.8211 -2.1255 -1.1860 0.017
O -2.0573 1.3677 1.8157 -0.072
H -2.8877 1.5950 2.2451 0.048
H -2.0931 0.3810 1.7716 0.003
O 1.3854 -1.2872 -2.8759 -0.030
H 0.9174 -2.1246 -2.7977 0.062
H 1.4248 -1.0790 -3.8142 0.064
O 0.8162 -1.7346 2.2258 -0.063
H 1.5829 -2.3191 2.2137 0.051
H 0.6334 -1.5752 1.2832 -0.014
```

[3]
Here is 5 unconnected molecules or ions with the total composition C4H18O7 in a non-equilibrium geometry from OMol25. Energies are from ωB97M-V/def2-TZVPD.

Values from the calculation:
ΔE to the lowest compared entry with this formula, charge and spin: 48.6 kcal per mole
net charge: 0
SMILES: OCCO.OCCO.O.O.O
HOMO energy: -10.1 eV

Geometry as XYZ:
```
29
Properties=species:S:1:pos:R:3:lowdin_charge:R:1
O -2.0198 -0.4463 1.0939 -0.067
C -2.8728 -1.2360 0.2936 -0.240
C -4.1022 -0.5355 -0.2999 -0.253
O -3.7775 0.6795 -0.9256 -0.052
H -2.4509 -0.3175 1.9469 0.111
H -2.2618 -1.6675 -0.5057 0.120
H -3.1970 -2.1409 0.8297 0.121
H -4.8752 -0.3659 0.4490 0.118
H -4.5141 -1.2593 -1.0142 0.118
H -3.4888 0.5477 -1.8298 0.088
O 3.4842 0.9409 -0.4268 -0.073
C 2.6663 -0.0270 -1.0994 -0.242
C 2.5574 -1.2895 -0.2377 -0.241
O 3.7830 -1.9996 -0.2455 -0.062
H 3.4399 1.7626 -0.9215 0.074
H 1.6434 0.3400 -1.2178 0.087
H 3.1864 -0.2645 -2.0311 0.122
H 1.8179 -1.8906 -0.7649 0.121
H 2.2181 -1.0182 0.7607 0.108
H 4.4443 -1.4172 0.1452 0.084
O 0.2573 2.4833 -1.9788 -0.051
H -0.4315 3.1448 -1.8371 0.052
H 1.0451 2.9966 -2.1925 0.044
O 0.3497 1.0923 1.0545 -0.062
H 0.5770 1.6268 0.2821 0.021
H -0.5097 0.6874 0.8363 0.027
O 0.7538 -0.0322 3.5561 -0.088
H 0.9134 0.3812 2.6781 -0.006
H 1.3642 -0.7751 3.6025 0.022
```

[4]
Here is a molecular structure, C4H19Ag2NO6 in a non-equilibrium geometry from OMol25. Energies are from ωB97M-V/def2-TZVPD.

Values from the calculation:
<S²>: 3.768
2S+1: 4
net charge: +3
HOMO energy (alpha / beta): -20.0 / -19.9 eV

Geometry as XYZ:
```
32
Properties=species:S:1:pos:R:3:lowdin_charge:R:1
Ag 6.9551 -22.5040 -5.1262 0.926
Ag 8.8517 -23.3950 -7.8885 1.027
O 6.7214 -23.7467 -7.0751 -0.027
H 6.3195 -24.6364 -7.1129 0.101
O 9.0345 -22.3307 -6.0797 -0.328
H 9.7019 -21.6172 -6.0708 -0.021
C 11.9465 -18.9396 -7.2378 -0.003
C 11.6304 -19.2506 -5.7165 -0.354
C 10.1617 -19.1357 -5.2336 -0.083
O 9.5830 -17.9773 -5.7529 0.102
C 8.1599 -17.9521 -6.0204 0.079
N 12.2414 -20.5387 -5.3997 0.066
H 12.9655 -19.0358 -7.6126 0.105
H 11.7309 -17.9044 -7.5024 0.100
H 11.4781 -19.6604 -7.9081 0.070
H 12.1709 -18.5418 -5.0891 0.159
H 10.1037 -18.9888 -4.1551 0.201
H 9.5609 -19.9803 -5.5710 0.095
H 7.9108 -17.0313 -6.5478 0.143
H 7.4838 -17.9695 -5.1657 0.150
H 7.8698 -18.8391 -6.5836 0.100
H 13.1919 -20.2443 -5.5731 0.116
H 11.9823 -21.0924 -6.2037 0.057
O 11.2132 -23.9758 -7.3180 -0.041
H 11.9528 -23.5674 -7.7678 0.074
H 11.6146 -24.6039 -6.7174 0.085
O 11.0944 -23.0896 -4.0714 0.092
H 11.6841 -22.3371 -4.1197 0.037
H 10.4937 -22.9713 -4.8072 -0.027
O 8.4825 -19.7615 -9.0516 -0.001
H 9.0757 -19.8179 -8.3025 -0.018
H 8.0708 -20.6244 -9.0972 0.021
```

[5]
Here is a molecular structure, C4H19AgNO6 in a non-equilibrium geometry from OMol25. Energies are from ωB97M-V/def2-TZVPD.

Values from the calculation:
<S²>: 0.762
2S+1: 2
ΔE to the lowest compared entry with this formula, charge and spin: 0.0 kcal per mole
net charge: 0
HOMO energy (alpha / beta): -7.7 / -7.1 eV

Geometry as XYZ:
```
31
Properties=species:S:1:pos:R:3:lowdin_charge:R:1
Ag 20.9130 15.1268 -20.5317 0.862
O 18.7829 15.3150 -20.8810 -0.357
H 18.8237 14.7560 -21.6701 -0.079
O 20.8794 17.2943 -20.3459 -0.443
H 21.2144 18.0396 -20.8531 -0.093
C 20.3730 11.6489 -19.0622 -0.057
C 21.6977 12.1662 -19.6005 -0.433
C 22.7686 11.0987 -19.6474 -0.216
O 23.9129 11.6402 -20.2780 -0.202
C 24.9874 10.7249 -20.3023 -0.104
N 21.4593 12.8195 -20.9211 0.026
H 19.9963 10.8157 -19.6674 0.083
H 19.6527 12.4654 -19.0528 0.076
H 20.4702 11.2483 -18.0503 0.084
H 22.0152 12.9444 -18.8958 0.119
H 22.3950 10.2263 -20.2155 0.136
H 22.9997 10.7541 -18.6296 0.133
H 25.8594 11.2429 -20.6915 0.087
H 24.7687 9.8846 -20.9748 0.092
H 25.1922 10.3396 -19.2990 0.089
H 21.0030 12.1272 -21.5169 0.098
H 22.3614 12.9508 -21.3775 0.067
O 23.2442 15.2151 -19.7862 -0.086
H 23.9686 14.6278 -19.5451 0.048
H 23.6301 16.0731 -19.9942 0.054
O 20.2295 15.1514 -18.1681 -0.091
H 19.7011 15.9169 -17.9182 0.057
H 20.7550 14.9203 -17.3969 0.044
O 21.6126 15.4702 -22.8644 -0.092
H 21.1985 15.7324 -23.6934 0.054
H 22.5515 15.3873 -23.0614 0.041
```

[6]
Here is a molecular structure, C4H19AlBCaCl2CsF4INO16PS2Si2 in a non-equilibrium geometry from OMol25. Energies are from ωB97M-V/def2-TZVPD.

Values from the calculation:
net charge: +1
HOMO energy: -8.6 eV

Geometry as XYZ:
```
56
Properties=species:S:1:pos:R:3:lowdin_charge:R:1
O -1.1469 -2.9045 -0.8433 0.053
C -1.4342 -1.9744 -0.1734 -0.932
Cl -1.9290 -2.2868 1.5713 0.585
C -1.4827 -0.5764 -0.5950 -0.530
Si 0.1285 0.0469 -1.2411 0.183
I -0.1338 2.4980 -1.3267 0.796
O 1.3513 -0.4623 -0.2160 -0.333
Si 2.8125 0.2659 -0.3783 0.502
C 3.4460 0.4100 -2.1426 -0.227
O 2.9111 1.5479 -2.9095 -0.485
O 2.6537 1.0615 -4.2257 0.037
C 2.9016 1.9778 0.5269 -0.419
S 2.0009 2.0572 2.0670 0.618
O 2.1079 3.4287 2.5070 -0.357
O 0.6636 1.5747 1.8987 -0.352
H -1.8412 0.0593 0.2890 -0.102
H -2.2523 -0.4564 -1.3601 0.046
H 0.3427 -0.4418 -2.6146 0.022
H 3.7883 -0.5677 0.3422 0.047
H 4.5326 0.5987 -2.0751 0.102
H 3.3732 -0.5402 -2.7289 0.087
H 1.6821 1.0664 -4.3100 0.120
H 3.9716 2.1049 0.7612 0.074
H 2.6019 2.7850 -0.1359 -0.073
H 2.7015 1.2356 2.8901 0.102
O 5.5489 -3.3257 -4.9218 -0.783
S 4.9777 -2.0075 -4.5014 0.076
O 4.2462 -2.1857 -3.2065 -0.508
O 4.0708 -1.4934 -5.5191 -0.375
O 6.1001 -1.0580 -4.2694 -0.541
Al -4.1823 -2.6940 0.0840 0.882
Cl -3.5686 0.7412 0.1863 -0.183
Cs 7.0063 -3.5302 -3.0775 1.283
B 2.1462 5.9533 -2.5034 -1.248
F 2.2714 5.5467 -3.7969 0.202
F 1.1819 5.2075 -1.8289 0.035
F 3.4237 5.6652 -1.8012 -0.092
F 1.8465 7.3183 -2.4170 0.154
O -4.6224 -5.0506 2.7392 -0.108
H -5.1282 -5.1515 3.5416 -0.030
H -5.2539 -5.3261 2.0573 -0.005
O -7.0049 -5.6025 2.1789 -0.167
P -7.4970 -4.2372 2.6585 -0.070
O -6.5903 -3.1653 2.0637 -0.259
O -7.3900 -4.1880 4.1838 -0.231
O -8.9664 -4.1061 2.2763 -0.083
N -5.1364 -5.2446 6.2982 0.328
H -5.4579 -5.2874 7.2670 0.158
H -4.2013 -4.8337 6.2639 0.159
H -5.1090 -6.1887 5.9049 0.161
H -5.7899 -4.6612 5.7475 0.116
O 1.3086 8.3679 0.1434 0.347
H 0.9042 7.8151 0.8435 0.204
H 1.5365 7.8298 -0.6620 0.151
H 2.0838 8.8612 0.4763 0.201
Ca 3.4949 3.5232 -1.9865 1.659
```